# 1
{"formula": "C4H12", "method": "ωB97M-V/def2-TZVPD", "symbols": ["C", "C", "H", "H", "H", "H", "H", "H", "C", "C", "H", "H", "H", "H", "H", "H"], "coordinates": [[-2.228, 0.474, -0.091], [-2.108, -0.771, -0.977], [-1.424, 1.205, 0.019], [-3.131, 1.089, -0.165], [-2.320, 0.022, 0.930], [-1.259, -0.747, -1.653], [-2.865, -0.665, -1.803], [-2.344, -1.733, -0.530], [1.998, 0.708, 0.067], [2.407, -0.473, 0.999], [2.124, 1.690, 0.497], [2.648, 0.571, -0.825], [0.980, 0.602, -0.338], [2.932, -1.214, 0.424], [3.033, -0.037, 1.790], [1.556, -0.721, 1.658]], "atomic_forces_ev_per_a": [[-0.409, -0.778, 2.559], [-1.430, 1.467, -2.732], [0.354, -0.496, -0.605], [-0.035, -0.414, -0.556], [0.109, 0.756, -0.399], [0.779, -0.478, 0.658], [0.096, -0.199, 0.811], [0.548, 0.148, 0.271], [0.349, -1.499, -1.237], [-0.916, 2.482, 1.379], [0.054, 0.178, 0.106], [-0.294, 0.756, 0.432], [0.210, 0.058, 0.370], [-0.227, -0.727, 0.323], [0.670, -0.315, -0.495], [0.142, -0.940, -0.886]], "smiles": "CC.CC", "fmax_ev_per_a": 3.42, "charge": 0, "e_above_lowest_ev": 0.906, "e_tot_ha": -159.5517, "lumo_energy_ev": 1.14}

# 2
{"formula": "C20H16FN5O2S", "method": "ωB97M-V/def2-TZVPD", "symbols": ["O", "C", "C", "S", "C", "N", "N", "C", "C", "C", "C", "N", "C", "C", "N", "C", "C", "C", "C", "C", "O", "N", "C", "C", "C", "C", "C", "C", "F", "H", "H", "H", "H", "H", "H", "H", "H", "H", "H", "H", "H", "H", "H", "H", "H"], "coordinates": [[-4.706, -2.138, 0.314], [-3.671, -1.910, -0.269], [-2.750, -3.034, -0.736], [-1.224, -3.117, 0.262], [-0.259, -1.956, -0.595], [-0.646, -1.263, -1.639], [0.373, -0.478, -2.007], [1.375, -0.696, -1.203], [2.652, -0.003, -1.269], [2.664, 1.371, -1.503], [3.887, 2.019, -1.534], [5.044, 1.404, -1.358], [5.031, 0.097, -1.165], [3.871, -0.659, -1.115], [1.027, -1.649, -0.269], [1.746, -2.078, 0.906], [2.405, -0.911, 1.568], [1.931, 0.328, 1.886], [3.026, 1.034, 2.440], [4.077, 0.173, 2.417], [3.712, -1.007, 1.889], [-3.184, -0.682, -0.568], [-3.719, 0.546, -0.177], [-5.063, 0.745, 0.122], [-5.518, 1.999, 0.489], [-4.652, 3.076, 0.561], [-3.307, 2.898, 0.278], [-2.861, 1.644, -0.078], [-1.538, 1.460, -0.320], [-3.249, -3.990, -0.585], [-2.447, -2.907, -1.774], [1.735, 1.898, -1.644], [3.947, 3.086, -1.702], [6.000, -0.368, -1.041], [3.922, -1.727, -0.972], [2.508, -2.821, 0.645], [1.018, -2.553, 1.573], [0.935, 0.693, 1.737], [3.023, 2.041, 2.801], [5.095, 0.274, 2.734], [-2.288, -0.645, -1.065], [-5.738, -0.093, 0.072], [-6.564, 2.134, 0.716], [-5.015, 4.052, 0.843], [-2.603, 3.713, 0.337]], "atomic_forces_ev_per_a": [[-0.265, -0.128, 0.160], [0.272, -0.180, -0.179], [0.168, 0.037, 0.176], [-0.173, -0.277, 0.157], [0.025, -0.043, -0.178], [-0.493, -0.742, 0.434], [1.003, 0.759, -0.376], [-0.335, -0.183, -0.094], [0.521, 0.293, -0.114], [0.096, -0.259, 0.041], [-0.297, 0.110, -0.069], [0.460, 0.238, -0.036], [0.008, -0.283, 0.066], [-0.191, 0.226, -0.102], [-0.576, 0.186, -0.573], [0.477, -0.157, 0.409], [-0.708, 0.495, 0.215], [0.122, -0.727, -0.097], [0.447, -0.246, 0.023], [-0.138, 0.789, 0.199], [0.014, -0.574, -0.080], [0.327, 0.313, -0.225], [-0.051, 0.223, 0.164], [0.003, -0.024, -0.029], [-0.009, 0.087, 0.008], [-0.031, -0.001, 0.019], [0.103, -0.152, -0.073], [-0.158, 0.013, 0.100], [-0.156, -0.064, -0.036], [0.014, 0.123, -0.021], [-0.066, -0.059, -0.021], [-0.096, 0.098, -0.006], [-0.101, 0.095, -0.019], [0.040, -0.128, 0.012], [0.016, -0.102, 0.043], [-0.133, 0.041, 0.075], [0.177, 0.041, -0.085], [-0.267, 0.032, -0.092], [0.085, 0.220, 0.095], [0.170, -0.085, 0.011], [-0.263, -0.123, 0.065], [-0.011, -0.037, -0.011], [-0.096, 0.006, 0.019], [-0.030, 0.092, 0.028], [0.098, 0.059, -0.006]], "smiles": "O=C(CSc1nnc(-c2ccncc2)n1Cc1ccco1)Nc1ccccc1F", "fmax_ev_per_a": 1.31, "charge": 0, "e_tot_ha": -1694.0561, "lumo_energy_ev": 0.37}